--- one ---
{"formula": "C5H8BrCl", "method": "wB97M-V/def2-TZVPD", "elements": ["H", "H", "Br", "H", "C", "C", "H", "C", "C", "Cl", "C", "H", "H", "H", "H"], "xyz": [[0.02, -1.40, -1.11], [1.49, -0.61, -0.58], [-3.39, 0.71, -0.30], [-0.56, 1.61, -0.98], [-1.23, -0.29, 1.54], [-1.97, -0.51, 0.26], [-0.20, 2.19, 0.58], [-0.07, 1.38, -0.15], [-0.32, -0.04, 0.32], [-2.35, -2.24, -0.20], [0.53, -1.07, -0.28], [-1.03, -1.30, 2.11], [-1.66, 0.53, 2.03], [0.95, 1.35, -0.40], [0.76, -1.88, 0.47]], "nbo_charge": [0.231, 0.217, 0.056, 0.218, -0.460, -0.118, 0.217, -0.613, 0.016, -0.035, -0.630, 0.234, 0.236, 0.211, 0.221], "e_lumo_ev": 0.626, "homo_lumo_gap_ha": 0.355}

--- two ---
{"formula": "C5H8BrCl", "method": "wB97M-V/def2-TZVPD", "elements": ["H", "H", "C", "H", "C", "H", "H", "Cl", "H", "C", "C", "C", "H", "Br", "H"], "xyz": [[-1.20, 2.56, -2.24], [-0.27, -2.92, 2.65], [0.08, -2.34, 1.74], [-0.25, 1.96, 0.04], [0.31, 0.16, -0.73], [0.58, 3.06, -2.22], [1.03, -0.30, 2.24], [-1.26, 0.22, 2.28], [-0.11, 1.51, -3.07], [-0.16, 2.14, -2.18], [-0.17, 1.39, -0.84], [0.17, -0.85, 1.96], [1.01, -2.68, 1.39], [0.65, -1.27, -1.86], [-0.41, -2.64, 0.84]], "nbo_charge": [0.220, 0.232, -0.718, 0.236, -0.045, 0.229, 0.191, -0.068, 0.225, -0.645, -0.347, -0.081, 0.239, 0.093, 0.240], "e_lumo_ev": [0.291, -0.291], "homo_lumo_gap_ha": [0.324, 0.290]}

Most stable: one. Least stable: two.

--- one ---
{"formula": "H4N2O2Si", "method": "wB97M-V/def2-TZVPD", "elements": ["H", "H", "Si", "H", "N", "O", "H", "N", "O"], "xyz": [[-0.84, -0.72, 1.79], [1.86, -0.61, -0.02], [-1.32, 0.25, 0.64], [2.80, -0.30, -1.41], [-2.78, -0.44, 0.08], [-3.95, -0.32, -0.15], [2.21, 0.79, -0.42], [2.66, -0.05, -0.38], [-0.64, 1.39, -0.12]], "nbo_charge": [-0.170, 0.339, 1.745, 0.354, -0.313, -0.132, 0.354, -1.045, -1.132], "e_lumo_ev": [-1.704, -1.892], "homo_lumo_gap_ha": [0.301, 0.296]}

--- two ---
{"formula": "H4N2O2Si", "method": "wB97M-V/def2-TZVPD", "elements": ["O", "H", "N", "H", "Si", "O", "H", "H", "N"], "xyz": [[-2.03, 0.93, 0.29], [-2.73, 1.03, 0.96], [1.38, -0.91, 0.77], [1.76, 0.18, -1.82], [1.53, 0.22, -0.39], [-0.90, -0.69, -0.59], [1.34, -1.90, 0.59], [1.49, 1.58, 0.11], [-1.85, -0.45, 0.09]], "nbo_charge": [-0.556, 0.486, -1.326, -0.215, 1.360, -0.289, 0.377, -0.203, 0.366], "e_lumo_ev": [-0.181, -0.181], "homo_lumo_gap_ha": [0.331, 0.331]}

Most stable: one. Least stable: two.

--- one ---
{"formula": "C7H16O", "method": "wB97M-V/def2-TZVPD", "elements": ["H", "H", "C", "H", "H", "H", "H", "H", "H", "O", "H", "H", "C", "C", "H", "C", "C", "H", "C", "H", "H", "H", "H", "C"], "xyz": [[1.65, -2.32, -0.09], [-2.38, 1.49, -1.13], [-0.12, 0.38, 0.55], [0.50, -0.37, -1.31], [-0.24, 1.39, 0.18], [2.96, 0.64, -1.60], [-2.90, -0.86, 1.49], [-0.25, 0.20, 1.61], [1.94, 2.01, -1.17], [-2.26, 0.60, -1.48], [-2.10, -1.30, -0.83], [3.63, 2.00, -0.69], [0.64, -2.00, 0.18], [-3.07, -0.10, 0.72], [2.94, -0.20, 0.75], [2.75, 1.36, -0.80], [-2.12, -0.29, -0.42], [2.21, 1.33, 1.32], [0.43, -0.58, -0.24], [-2.92, 0.88, 1.20], [-4.12, -0.15, 0.40], [0.51, -2.13, 1.25], [-0.06, -2.66, -0.34], [2.35, 0.67, 0.47]], "nbo_charge": [0.226, 0.463, -0.337, 0.208, 0.203, 0.202, 0.219, 0.202, 0.194, -0.723, 0.154, 0.208, -0.662, -0.683, 0.172, -0.664, 0.098, 0.171, -0.070, 0.196, 0.204, 0.212, 0.221, -0.415], "e_lumo_ev": [0.951, 0.934], "homo_lumo_gap_ha": [0.259, 0.267]}

--- two ---
{"formula": "C7H16O", "method": "wB97M-V/def2-TZVPD", "elements": ["H", "H", "H", "H", "H", "H", "H", "H", "H", "C", "C", "C", "C", "H", "H", "O", "H", "C", "H", "C", "C", "H", "H", "H"], "xyz": [[-1.89, -0.91, -0.53], [2.21, -1.21, 0.77], [1.85, -1.23, -0.97], [-2.22, 0.94, 0.50], [-0.23, -1.24, 1.31], [-0.52, -1.19, -1.75], [-1.13, 1.22, -1.77], [-1.56, -3.12, 0.21], [1.33, 0.93, 1.77], [0.11, -1.06, 0.29], [-0.08, 0.84, 0.11], [-1.28, 1.25, 0.95], [-0.87, -1.24, -0.73], [-0.12, 2.53, -1.24], [-1.32, 2.34, 1.04], [-0.96, -2.94, -0.53], [-1.22, 0.84, 1.96], [-0.18, 1.44, -1.29], [1.49, -2.64, 0.03], [1.51, -1.55, 0.01], [1.20, 1.35, 0.77], [2.08, 1.11, 0.17], [0.63, 1.08, -1.93], [1.16, 2.44, 0.86]], "nbo_charge": [0.201, 0.212, 0.206, 0.202, 0.210, 0.208, 0.208, 0.448, 0.206, -0.168, 0.025, -0.641, -0.070, 0.217, 0.210, -0.835, 0.210, -0.649, 0.246, -0.639, -0.629, 0.209, 0.213, 0.199], "e_lumo_ev": 0.756, "homo_lumo_gap_ha": 0.345}

Most stable: two. Least stable: one.

--- one ---
{"formula": "C8H14NO", "method": "wB97M-V/def2-TZVPD", "elements": ["C", "H", "C", "H", "C", "C", "H", "H", "C", "H", "C", "H", "H", "H", "H", "H", "O", "H", "C", "N", "H", "C", "H", "H"], "xyz": [[1.23, -1.24, -0.07], [-2.56, -1.57, 0.33], [-2.32, -0.58, 0.27], [-1.04, -1.27, -1.27], [-1.28, 0.08, 1.22], [1.38, -2.44, -0.22], [-0.67, -0.58, 1.74], [2.30, -0.07, 1.90], [2.44, 0.53, 0.96], [1.53, -3.47, -0.03], [1.46, 0.18, -0.11], [0.11, 1.81, 0.74], [-2.45, -0.20, -1.88], [-0.31, 1.02, -1.76], [2.38, 1.50, -1.35], [-3.23, -0.02, 0.51], [1.77, 0.70, -1.36], [-1.66, 1.62, -1.03], [-1.78, -0.39, -1.17], [-1.01, 0.89, -1.01], [2.23, 1.61, 1.15], [-0.28, 0.81, 0.26], [-1.65, 0.76, 1.85], [3.43, 0.32, 0.33]], "nbo_charge": [-0.138, 0.242, -0.419, 0.256, -0.426, -0.119, 0.240, 0.262, -0.648, 0.254, 0.254, 0.235, 0.221, 0.459, 0.512, 0.223, -0.725, 0.423, -0.212, -0.524, 0.218, -0.073, 0.225, 0.258], "e_lumo_ev": -2.940, "homo_lumo_gap_ha": 0.383, "total_charge": 1}

--- two ---
{"formula": "C8H14NO", "method": "wB97M-V/def2-TZVPD", "elements": ["H", "C", "C", "H", "H", "H", "N", "H", "C", "H", "H", "H", "C", "C", "O", "H", "C", "C", "H", "H", "C", "H", "H", "H"], "xyz": [[1.16, 2.57, 1.53], [0.13, 0.30, -0.07], [1.55, 0.51, -0.50], [-0.34, 3.04, 2.41], [-1.78, -1.05, -3.28], [2.32, -1.55, -0.98], [-1.87, -0.73, -1.17], [-3.24, -1.50, -2.26], [0.05, 2.49, 1.49], [-2.63, 0.28, -2.81], [-0.97, -2.06, 0.84], [1.87, 1.31, 0.23], [-0.49, -1.51, 1.71], [2.39, -0.80, -0.17], [-0.74, 0.06, -1.14], [-0.60, 3.00, 0.79], [-2.48, -0.71, -2.44], [-0.30, 1.12, 1.39], [-1.44, -1.58, 2.30], [1.78, 0.76, -1.56], [-0.24, -0.16, 1.29], [3.42, -0.55, -0.20], [2.01, -1.17, 0.77], [0.45, -2.07, 1.83]], "nbo_charge": [0.280, 0.332, -0.451, 0.304, 0.246, 0.226, 0.048, 0.262, -0.726, 0.255, 0.275, 0.214, -0.700, -0.583, -0.279, 0.283, -0.523, 0.260, 0.288, 0.268, 0.010, 0.238, 0.194, 0.278], "e_lumo_ev": [-4.619, -6.371], "homo_lumo_gap_ha": [0.319, 0.252], "total_charge": 1}

Most stable: one. Least stable: two.